1.
C4H8O2 in the gas phase at a distorted geometry, computed with ωB97M-V/def2-TZVPD.

Values from the calculation:
SMILES	C[C@H]1O[C@H]1CO
E	-307.56529	a.u.
multiplicity	1
lowest unoccupied orbital energy	0.037	Ha

CARTESIAN COORDINATES (ANGSTROEM)
O1 0.147 0.117 1.572
O2 -2.633 0.939 -0.337
C1 0.860 -0.358 0.444
C2 -0.584 -0.367 0.174
C3 -1.288 0.672 -0.612
C4 1.787 0.664 -0.148
H1 -0.780 1.637 -0.531
H2 2.675 0.763 0.485
H3 -1.231 0.349 -1.661
H4 2.117 0.352 -1.142
H5 1.326 -1.335 0.596
H6 -0.877 -0.981 1.108
H7 -2.849 0.333 0.383
H8 1.324 1.649 -0.225

These are the Mulliken partial charges, in e, on atoms 1 to 8: -0.44 -0.50 0.39 -0.41 -0.18 -1.33 0.23 0.33



2.
CH8P2Si2 in the gas phase at a distorted geometry, computed with ωB97M-V/def2-TZVPD.

Values from the calculation:
SMILES	[SiH3]C([SiH3])=P#[PH2]
E	-1304.47568	a.u.
multiplicity	1
lowest unoccupied orbital energy	-0.030	Ha

CARTESIAN COORDINATES (ANGSTROEM)
P1 3.165 0.044 0.047
P2 1.410 1.460 -0.040
Si1 -0.142 -1.333 0.434
Si2 -1.615 1.485 0.206
C1 -0.008 0.555 0.231
H1 3.475 0.090 -1.330
H2 -1.864 2.494 1.232
H3 0.956 -1.733 1.293
H4 -2.742 0.650 0.170
H5 -1.562 -1.822 0.999
H6 -0.057 -2.209 -0.823
H7 2.350 -0.947 -0.229
H8 -1.594 1.982 -1.167

These are the Mulliken partial charges, in e, on atoms 1 to 8: -0.07 -0.06 0.35 0.36 0.11 0.07 -0.12 -0.13



3.
A molecular structure, C28H43CdN5OS3 at a distorted geometry, computed with ωB97M-V/def2-TZVPD.

Values from the calculation:
E	-2803.99261	a.u.
multiplicity	1
lowest unoccupied orbital energy	0.012	Ha

CARTESIAN COORDINATES (ANGSTROEM)
Cd1 0.638 0.408 0.625
S1 -2.925 -0.979 -1.658
S2 -3.106 -4.651 -2.651
S3 -1.999 -3.263 0.559
O1 -2.109 0.367 4.165
N1 1.090 -1.713 -0.172
N2 -1.694 1.602 0.865
N3 0.948 0.345 -2.441
N4 2.050 0.223 2.527
N5 -0.521 -0.215 2.561
C1 2.423 -1.458 -3.281
C2 -4.145 -1.987 -0.758
C3 3.882 -0.727 4.280
C4 2.561 -1.111 4.412
C5 2.128 4.907 -0.135
C6 0.196 -0.920 3.579
C7 -3.618 1.671 2.314
C8 2.462 -2.452 -2.125
C9 1.367 2.331 -0.067
C10 -2.302 1.232 1.979
C11 1.778 3.517 -0.130
C12 1.656 -0.614 3.497
C13 3.307 0.628 2.402
C14 2.471 -1.815 -0.732
C15 3.656 4.931 -0.168
C16 -2.218 -3.210 -3.245
C17 4.283 0.175 3.261
C18 -2.431 -4.959 0.022
C19 -2.254 2.533 0.088
C20 -3.536 3.004 0.326
C21 1.466 5.550 -1.364
C22 -3.630 -2.413 0.594
C23 -2.922 -1.876 -3.194
C24 -1.615 0.446 3.012
C25 -4.254 2.520 1.437
C26 -1.994 -5.336 -1.365
C27 1.092 -0.721 -3.434
C28 1.525 5.428 1.171
H1 4.023 4.532 -1.123
H2 -4.330 -2.849 -1.435
H3 -5.077 -1.401 -0.642
H4 -3.969 3.810 -0.301
H5 0.921 -2.399 0.586
H6 4.645 -1.151 4.950
H7 3.244 -0.704 -3.230
H8 3.073 -2.432 -0.060
H9 -4.094 1.370 3.238
H10 -2.051 -3.495 -4.326
H11 3.316 -3.105 -2.238
H12 -3.532 -5.111 0.105
H13 -3.472 -1.497 1.204
H14 -1.655 2.863 -0.782
H15 0.237 -1.414 -3.278
H16 1.770 6.482 1.420
H17 -4.362 -3.092 1.071
H18 4.123 5.935 -0.062
H19 0.046 -2.019 3.464
H20 5.317 0.473 3.165
H21 1.793 4.798 2.044
H22 3.510 1.381 1.613
H23 1.736 0.992 -2.429
H24 -0.958 -5.014 -1.589
H25 0.361 5.501 -1.317
H26 -0.262 -0.640 4.561
H27 2.975 -0.844 -0.734
H28 -3.964 -1.966 -3.600
H29 0.982 -0.411 -4.489
H30 0.424 -1.914 -0.887
H31 4.047 4.222 0.630
H32 -5.261 2.869 1.637
H33 2.585 -2.031 -4.194
H34 1.735 5.047 -2.300
H35 -2.099 -6.409 -1.497
H36 0.169 0.982 -2.665
H37 1.597 -3.137 -2.241
H38 0.418 5.386 1.083
H39 1.737 6.606 -1.491
H40 2.184 -1.731 5.235
H41 -1.926 -5.577 0.784
H42 -2.432 -1.166 -3.886
H43 -1.230 -3.142 -2.747

These are the Mulliken partial charges, in e, on atoms 1 to 8: 1.70 0.11 -0.16 0.09 -0.83 -0.40 0.40 -0.30